This record from OMol25 describes an isolated molecule of C6H4O. The level of theory is the ωB97M-V functional and the def2-TZVPD basis.

Last column: Löwdin charge in e.
Cartesian coordinates (Å):
H: -1.9397 -1.7778 -0.2197  0.12
H: -1.7562 0.1530 1.2297  0.12
H: -1.0100 2.4834 -0.5179  0.11
C: 0.2968 0.8041 0.3329  -0.17
C: 1.5955 0.2634 0.3762  -0.07
C: -1.1697 -1.0289 -0.5096  -0.24
H: 3.4863 -0.9846 0.1600  0.04
C: 2.6114 -0.3806 0.2808  0.15
O: -0.3413 -1.2844 -1.3536  0.05
C: -0.6542 1.5487 -0.1195  0.07
C: -1.1189 0.2037 0.3407  -0.17

Values from the calculation:
- HOMO-LUMO gap (eV) = 9.7
- max |F| (eV/Å) = 0.578
- energy (Ha) = -306.09241
- charge = 0
- E_HOMO (eV) = -9.16
- energy above the lowest of the compared OMol25 structures with the same formula, charge and spin (kcal per mole) = 74.7

***

This record from OMol25 describes a cluster of 19 separate species, C6H52NO18S2 in total. The level of theory is the ωB97M-V functional and the def2-TZVPD basis.

Last column: Löwdin charge in e.
Cartesian coordinates (Å):
H: 2.1589 -2.5327 -4.4084  -0.04
H: -0.6282 5.4235 7.7099  0.04
C: -2.4831 -2.0298 0.6228  -0.50
H: -1.2553 4.6414 6.5638  0.02
H: -5.1050 5.6518 -5.9423  0.03
O: -5.6061 -3.1980 0.3644  -0.05
H: -0.9784 0.7531 2.7356  -0.02
O: 2.2590 0.4601 3.5901  -0.07
S: 1.8581 -1.6769 -1.9112  0.95
O: -1.3550 -5.1765 5.3020  -0.05
H: 1.5864 -3.3256 -5.5770  0.05
O: -2.2809 -3.3939 3.5585  -0.07
H: -2.9113 -3.3790 4.2878  0.05
O: -4.7056 2.6013 -0.4861  -0.07
H: 7.1631 2.8076 0.6544  0.04
H: 7.3396 0.5593 -2.2968  0.03
H: -2.3102 4.8259 -1.5119  0.04
O: 2.2412 -2.6495 -5.3625  -0.05
H: -3.1977 4.2608 -3.6725  -0.02
C: 2.8063 -1.5420 1.1939  -0.08
H: 2.3761 -1.3302 2.2266  0.07
O: 7.2403 2.6826 -0.2989  -0.06
O: 4.5340 -0.9047 -4.0349  -0.07
H: -0.6710 -1.4765 -0.9860  0.08
H: -2.0309 0.2877 -0.4604  -0.09
H: -0.5862 3.8501 4.6505  0.05
C: -0.0237 -1.7362 -0.0803  -0.24
H: -3.2490 -2.4940 1.3185  0.07
O: -0.5749 1.3914 3.3370  -0.07
H: -1.2577 2.0679 3.4561  0.02
H: 4.0902 -1.4229 -4.7212  0.02
H: -4.4500 5.5739 -1.9238  0.05
O: -2.5014 3.5912 -3.7769  -0.07
H: 3.2228 -1.9261 -1.8502  -0.04
H: 3.9277 -1.7560 1.3264  0.11
H: -0.3721 -3.9695 -1.3895  0.11
H: 1.8230 -3.5505 1.3431  0.15
H: 5.3979 -0.6998 -4.4140  0.05
O: -4.3984 5.4524 -2.8820  -0.06
H: -0.7991 -2.0569 2.0736  0.11
H: -4.1141 1.9896 -0.0314  -0.04
H: -0.8609 -2.3912 -2.7100  0.00
O: -1.7188 -2.8318 -2.6838  -0.06
H: -5.2003 -2.3223 0.3798  0.01
H: -2.3291 -2.1797 -3.0548  0.07
H: -4.4907 6.4416 -4.7929  0.00
H: -1.4894 4.9283 4.0682  0.06
H: 0.8896 -4.6808 -0.2724  0.12
S: -2.7335 -0.1668 0.6641  0.74
H: -2.0149 -5.8547 5.1094  0.06
H: 0.3241 -0.7372 0.3594  0.14
O: -4.4383 6.3221 -5.7513  -0.06
H: -4.3424 3.4734 -0.2802  0.01
H: -2.4438 6.0186 -0.5719  0.06
H: 3.0303 -3.3960 -0.0108  0.14
H: 4.1530 0.0809 -1.1658  -0.01
C: 0.7374 -3.9267 -1.1238  -0.06
O: 7.7620 -0.2692 -2.0356  -0.06
O: -2.7668 5.1190 -0.7103  -0.05
H: 3.1107 0.9148 3.5805  0.05
C: -0.9629 -2.4284 1.0109  -0.20
H: -2.8869 2.9406 -4.3752  0.04
O: -1.4670 3.9856 4.2756  -0.05
H: -4.8891 -3.7860 0.0972  0.03
H: 5.5899 -0.4137 -1.0458  0.03
H: -5.0657 4.7778 -3.0685  0.07
H: -0.9411 -3.5644 1.0177  0.12
H: -1.4644 -3.7196 3.9649  0.02
O: 5.0300 0.3570 -0.8733  -0.05
H: 1.4405 -4.2398 -1.9538  0.11
H: 1.6423 1.1088 3.2223  0.01
O: -0.5808 5.3071 6.7530  -0.07
C: 2.1705 -2.8447 0.5194  -0.22
H: 8.7021 -0.1065 -2.1808  0.05
H: 6.5847 2.0029 -0.5009  -0.01
H: -2.7010 -2.3477 -0.4566  0.07
H: -1.4140 -5.0575 6.2587  0.06
N: 1.1371 -2.5681 -0.5401  -0.58
H: 2.7186 -0.5900 0.5810  0.06

Values from the calculation:
- HOMO-LUMO gap (eV) = 9.0
- max |F| (eV/Å) = 2.914
- energy (Ha) = -2464.89979
- charge = +1
- E_HOMO (eV) = -12.42

***

This record from OMol25 describes a cluster of 2 separate species, C6H5Br2FSi in total. The level of theory is the ωB97M-V functional and the def2-TZVPD basis.

Last column: Löwdin charge in e.
Cartesian coordinates (Å):
H: -1.0367 -1.2245 -1.3717  0.11
H: 1.3049 -1.4581 -1.6197  0.12
C: -0.8907 0.0715 0.2770  -0.05
F: 4.0280 1.0413 -2.0153  -0.17
Br: 4.4348 -2.5804 -0.5693  -0.33
Br: 4.6408 1.6763 0.9081  0.54
C: -0.0679 0.9159 1.0835  -0.07
C: 1.6990 0.2398 -0.2385  -0.31
H: -0.5227 1.3152 1.9838  0.11
C: 0.9508 -0.6774 -0.9471  -0.10
C: 1.2581 0.9355 0.8483  -0.17
C: -0.3814 -0.6549 -0.7634  -0.10
H: 1.8378 1.6900 1.3439  0.07
H: -1.9931 -0.0554 0.5011  0.13
Si: 3.5784 0.5716 -0.5576  0.22

Values from the calculation:
- HOMO-LUMO gap (eV) = 7.5
- max |F| (eV/Å) = 4.246
- energy (Ha) = -5769.08423
- charge = 0
- E_HOMO (eV) = -8.89
- energy above the lowest of the compared OMol25 structures with the same formula, charge and spin (kcal per mole) = 18.8

***

This record from OMol25 describes a cluster of 2 separate species, C6H5BrNO2 in total. The level of theory is the ωB97M-V functional and the def2-TZVPD basis.

Last column: Löwdin charge in e.
Cartesian coordinates (Å):
H: 0.0212 -1.8143 1.2819  0.06
C: 1.4251 1.6568 0.1110  -0.75
N: 1.0434 3.7994 1.6475  0.08
H: 0.6221 -3.1278 0.3192  0.04
O: 1.1641 1.9811 -1.0622  -0.05
C: 1.2628 2.8279 1.0679  -0.16
C: 0.5254 -2.0662 0.3795  -0.11
C: -1.1889 -0.5758 -0.6989  -0.15
O: 1.7859 0.5569 0.5846  -0.06
C: -0.4415 -1.6704 -0.7390  -0.12
Br: -3.7041 0.4075 -0.0006  0.56
C: -1.9274 0.5241 -0.7018  -0.58
H: 1.5517 -1.6429 0.5078  0.07
H: -1.8568 1.5463 -1.1944  0.07
H: -0.2831 -2.4026 -1.5025  0.09

Values from the calculation:
- HOMO-LUMO gap (eV) = 8.4
- max |F| (eV/Å) = 2.394
- energy (Ha) = -3010.87268
- charge = -1
- E_HOMO (eV) = -5.40
- energy above the lowest of the compared OMol25 structures with the same formula, charge and spin (kcal per mole) = 35.2

***

This record from OMol25 describes a cluster of 2 separate species, C6H5Cl in total. The level of theory is the ωB97M-V functional and the def2-TZVPD basis.

Last column: Löwdin charge in e.
Cartesian coordinates (Å):
C: 0.8691 1.7230 -0.6609  -0.06
C: 0.8380 0.4719 -0.7830  -0.14
H: 2.6332 0.9056 0.4459  0.08
C: -2.5503 -0.6091 0.6405  -0.45
H: -0.3118 -3.2516 0.4243  0.04
H: 0.5167 -0.4720 -1.1405  0.07
C: -1.0906 -2.5852 0.2696  0.17
H: 0.8107 2.7505 -0.8875  0.08
C: 1.5424 0.8915 0.4362  -0.15
H: 0.9499 0.8772 1.3239  0.06
Cl: -2.4542 0.8908 -0.1818  0.62
C: -1.7530 -1.5925 0.1134  -0.32

Values from the calculation:
- HOMO-LUMO gap (eV) = 7.4
- max |F| (eV/Å) = 2.144
- energy (Ha) = -691.50946
- charge = 0
- E_HOMO (eV) = -8.91
- energy above the lowest of the compared OMol25 structures with the same formula, charge and spin (kcal per mole) = 124.7

***

This record from OMol25 describes an isolated molecule of C6H5Cl2N3S2. The level of theory is the ωB97M-V functional and the def2-TZVPD basis.

Last column: Löwdin charge in e.
Cartesian coordinates (Å):
C: -2.1419 1.7255 1.5582  -0.43
S: -1.6265 0.1739 0.7673  0.84
H: -0.4426 1.9848 -0.3522  0.15
Cl: 2.5518 -1.9655 -2.3643  0.64
C: 1.0582 0.4627 0.0586  -0.75
Cl: 1.6679 1.3079 1.5384  0.64
H: -1.3477 0.5174 -2.3589  0.16
C: 1.2219 -1.2522 -1.4077  -1.04
N: 1.8108 -0.3588 -0.4622  0.01
N: 0.1241 -0.8171 -2.1603  0.05
C: -0.2725 0.8260 -0.4148  -0.52
S: 0.5412 -2.7092 -0.2171  0.90
H: -1.5262 2.0738 2.4105  0.04
H: -2.0220 2.5064 0.7784  0.02
N: 2.4891 -3.3361 1.6885  0.11
C: -0.5274 0.1120 -1.6560  -0.23
C: 1.7630 -3.0036 0.8711  -0.69
H: -3.3210 1.7523 1.7225  0.09

Values from the calculation:
- HOMO-LUMO gap (eV) = 8.7
- max |F| (eV/Å) = 4.815
- energy (Ha) = -2112.57689
- charge = 0
- E_HOMO (eV) = -9.73

***

This record from OMol25 describes an isolated molecule of C6H5ClFNO. The level of theory is the ωB97M-V functional and the def2-TZVPD basis.

Last column: Mulliken spin population.
Cartesian coordinates (Å):
C: 0.0086 -0.8186 1.0068  -0.02
C: 0.8751 1.2239 -0.8497  0.15
H: 2.5348 -0.1198 -1.4228  0.00
F: -1.3904 1.1032 1.5623  0.01
N: -0.1843 1.5002 -0.1684  0.60
C: -0.8810 0.4466 0.5469  -0.06
C: 1.7631 0.1052 -0.6842  0.41
H: 0.1828 -0.8307 2.1675  0.05
C: -1.9568 0.0069 -0.5217  0.04
H: 2.0475 -1.5776 0.5924  0.02
C: 1.3370 -0.8048 0.2117  0.72
O: -1.8511 0.2217 -1.6890  0.00
H: -0.3797 -1.7946 0.6985  0.04
H: 1.3052 2.0682 -1.4858  0.04
Cl: -3.4109 -0.7297 0.0355  0.01

Values from the calculation:
- HOMO-LUMO gap (alpha / beta) (eV) = 7.3 / 6.9
- max |F| (eV/Å) = 7.151
- energy (Ha) = -921.50853
- charge = 0
- E_HOMO (alpha / beta) (eV) = -6.64 / -9.97
- 2S+1 = 3

***

This record from OMol25 describes an isolated molecule of C6H5ClNOP. The level of theory is the ωB97M-V functional and the def2-TZVPD basis.

Last column: Löwdin charge in e.
Cartesian coordinates (Å):
H: -3.1286 -0.5944 -0.5376  0.10
H: -0.0398 2.9878 -0.3025  0.07
N: -1.4130 -1.6373 0.0033  0.05
C: 0.4403 2.0655 -0.0500  -0.48
O: 3.0167 -1.9064 0.4570  -0.47
P: 2.5731 -0.8854 -0.4687  0.92
C: 0.7148 -0.4080 0.2718  -0.38
C: -0.1697 -1.6052 0.2673  -0.18
C: -1.4391 0.6924 -0.4977  -0.05
H: 1.0939 -0.2785 1.2965  0.10
Cl: 2.1356 2.1942 0.3289  0.60
C: -2.0684 -0.4831 -0.3633  -0.14
C: -0.0466 0.8203 -0.1428  -0.35
H: 0.2792 -2.5531 0.5489  0.11
H: -1.9485 1.5912 -0.8112  0.11

Values from the calculation:
- HOMO-LUMO gap (eV) = 7.2
- max |F| (eV/Å) = 2.482
- energy (Ha) = -1163.11804
- charge = 0
- E_HOMO (eV) = -8.15
- energy above the lowest of the compared OMol25 structures with the same formula, charge and spin (kcal per mole) = 9.3

***

This record from OMol25 describes a structure of composition C6H5CsNO2. The level of theory is the ωB97M-V functional and the def2-TZVPD basis.

Last column: Löwdin charge in e.
Cartesian coordinates (Å):
H: -0.4969 11.5737 -26.2467  0.12
H: 3.2261 12.0178 -24.1926  0.12
C: 1.7692 13.5494 -23.8135  0.01
O: 0.7026 15.7497 -22.6793  0.13
H: 1.8038 10.7770 -25.7366  0.12
H: 2.3951 14.0978 -23.1249  0.13
N: 0.0159 15.2172 -23.5073  -0.34
C: 2.2330 12.3871 -24.4050  -0.04
O: -1.0937 15.6528 -23.8382  -0.17
C: 0.1367 12.1351 -25.5733  -0.05
H: -1.3312 13.6499 -25.1923  0.11
C: 1.4197 11.6819 -25.2861  -0.04
C: 0.4959 13.9854 -24.1270  -0.15
Cs: -3.0950 17.3039 -25.1788  1.07
C: -0.3336 13.2902 -24.9949  -0.01

Values from the calculation:
- HOMO-LUMO gap (eV) = 9.2
- max |F| (eV/Å) = 0.476
- energy (Ha) = -456.73543
- charge = +1
- E_HOMO (eV) = -12.93
- energy above the lowest of the compared OMol25 structures with the same formula, charge and spin (kcal per mole) = 0.0

***

This record from OMol25 describes an isolated molecule of C6H5F3N2. The level of theory is the ωB97M-V functional and the def2-TZVPD basis.

Last column: Löwdin charge in e.
Cartesian coordinates (Å):
F: 0.2008 -2.2081 -1.0637  -0.01
F: -1.3546 -1.7268 0.9826  0.12
H: 1.8572 -0.1852 -0.4624  0.12
C: -2.3141 0.3438 0.1520  -0.18
C: -1.6513 -1.0664 -0.1643  -0.43
C: -3.6777 0.2533 0.5963  -0.18
F: -2.4927 -1.8505 -0.8583  0.13
N: -4.7697 0.1976 0.8910  0.21
C: 0.7471 -0.0328 -0.3176  -0.04
C: -0.2598 -0.8739 -0.9809  -0.25
N: -1.9732 2.2439 -1.5651  0.21
H: 0.7142 1.0320 -0.3401  0.07
H: -1.7544 0.6318 0.9870  0.14
H: 0.7664 -0.0676 0.7979  0.10
H: -0.5565 -0.6236 -2.0097  0.16
C: -2.2259 1.3536 -0.8789  -0.17

Values from the calculation:
- HOMO-LUMO gap (eV) = 12.4
- max |F| (eV/Å) = 4.047
- energy (Ha) = -640.68569
- charge = 0
- E_HOMO (eV) = -12.04
- energy above the lowest of the compared OMol25 structures with the same formula, charge and spin (kcal per mole) = 0.0

***

This record from OMol25 describes the ion C6H5F4N2O with charge +1. The level of theory is the ωB97M-V functional and the def2-TZVPD basis.

Last column: Löwdin charge in e.
Cartesian coordinates (Å):
C: 0.6175 0.9758 -1.6888  -0.27
C: -1.5270 -0.1911 -0.5626  0.01
H: -0.0584 -1.9564 2.9288  0.18
C: -0.4472 -0.1554 1.7400  -0.43
N: -0.4645 0.6091 -2.3576  0.15
F: -1.7187 -0.3449 2.1517  0.14
F: 0.0648 0.8992 2.4018  0.15
F: 0.3063 -2.2464 0.9850  0.10
F: 1.6446 -1.0947 2.2821  0.12
H: -0.4962 0.7922 -3.3569  0.20
H: 1.5186 1.0843 0.2631  0.16
H: -2.4065 -0.6521 -0.1378  0.15
H: 2.3814 1.1365 -2.4328  0.17
C: 0.6625 0.7634 -0.3128  0.15
C: -0.4289 0.1535 0.2534  -0.02
N: -1.5539 0.0406 -1.8432  0.16
O: 1.5423 1.6199 -2.3849  0.16
C: 0.3633 -1.4336 2.0715  -0.27

Values from the calculation:
- HOMO-LUMO gap (eV) = 10.4
- max |F| (eV/Å) = 0.567
- energy (Ha) = -815.57745
- charge = +1
- E_HOMO (eV) = -16.06

***

This record from OMol25 describes a structure of composition C6H5FIn. The level of theory is the ωB97M-V functional and the def2-TZVPD basis.

Last column: Löwdin charge in e.
Cartesian coordinates (Å):
C: 0.2259 0.1930 -1.3493  0.11
H: 0.8293 -0.3751 2.0789  0.18
In: 5.0777 -1.0546 0.5717  1.11
H: -1.7710 0.5251 -2.1392  0.18
C: -1.1069 0.3828 -1.2894  0.17
F: 2.1708 -0.3269 -0.1881  0.16
H: -2.8389 0.5716 0.0807  0.19
C: -1.0918 -0.0201 1.2540  0.08
H: -1.6527 -0.0896 2.1811  0.18
C: -1.7763 0.3164 0.0567  0.30
C: 0.9133 -0.1044 -0.1495  -0.04
H: 0.7752 0.1735 -2.2875  0.18
C: 0.2454 -0.1917 1.1799  0.20

Values from the calculation:
- HOMO-LUMO gap (eV) = 5.0
- max |F| (eV/Å) = 1.137
- energy (Ha) = -520.26193
- charge = +3
- E_HOMO (eV) = -22.95
- energy above the lowest of the compared OMol25 structures with the same formula, charge and spin (kcal per mole) = 24.2